(1)
125
Properties=species:S:1:pos:R:3:forces:R:3 method="wB97M-V/def2-TZVPD" lumo_energy_ev=-5.2 homo_energy_ev=-12.80 charge=+2 homo_lumo_gap_ev=7.60 total_energy_ha=-5481.76218
Pb -0.1539 0.4357 -1.1953 0.2 -0.3 -0.4
C 1.6191 -3.9510 3.1150 -0.2 0.0 0.0
C 0.3359 -3.3051 3.6430 0.2 0.0 0.1
C 0.1977 -3.5553 5.1505 -0.1 0.0 -0.1
C 0.2575 -1.8197 3.3759 -0.1 0.0 -0.1
C -0.9503 -1.2442 2.9993 0.1 0.1 0.0
C -1.1053 0.1345 2.8754 0.1 0.0 -0.1
C -2.5006 0.7011 2.7003 0.0 -0.1 0.0
C -3.2133 0.7044 4.0604 0.0 0.1 -0.1
C -3.3364 -0.0786 1.6798 0.1 0.2 0.1
C 0.0058 0.9722 3.0791 0.0 -0.2 -0.1
C 1.2252 0.4136 3.5115 0.1 0.0 -0.1
C 1.3313 -0.9734 3.6249 0.0 0.0 0.0
C 2.3700 1.2748 4.0257 0.1 -0.1 0.0
C 3.7567 0.8404 3.5381 -0.2 0.0 0.1
C 2.3612 1.2502 5.5627 0.0 0.1 -0.1
C -0.1538 2.4594 3.1278 -0.2 0.2 0.0
C -0.2736 2.9607 4.4285 -0.1 0.0 -0.1
C -0.3610 4.3108 4.7028 0.0 0.0 0.1
C -0.3386 5.2124 3.6551 0.0 0.1 0.0
C -0.2576 4.7417 2.3595 0.0 0.0 0.0
C -0.1755 3.3748 2.0562 0.0 -0.1 0.0
P -0.1818 2.9782 0.2524 0.1 0.8 0.4
C 1.4809 3.6652 -0.3799 -0.1 -0.2 0.0
C 1.4661 3.7034 -1.9123 0.0 0.0 0.1
C 2.5202 2.6454 0.0970 -0.1 0.0 0.0
C 1.9127 5.0309 0.1531 -0.1 0.0 0.0
C -1.6474 3.9662 -0.4637 0.1 -0.2 0.1
C -2.8574 3.5022 0.3563 0.1 0.0 -0.1
C -1.8518 3.5379 -1.9246 0.2 0.0 0.1
C -1.5733 5.4944 -0.4356 0.0 0.0 0.0
H 1.5706 -5.0312 3.2573 0.1 0.0 0.0
H 2.4977 -3.5876 3.6510 0.0 0.0 0.0
H 1.7467 -3.7527 2.0488 0.1 0.0 0.0
H -0.5145 -3.7745 3.1390 0.0 0.0 0.0
H 1.0451 -3.1262 5.6882 0.0 0.0 0.0
H 0.1634 -4.6253 5.3568 0.0 0.0 0.0
H -0.7157 -3.1052 5.5405 0.0 0.0 0.0
H -1.8117 -1.8901 2.8686 0.0 0.0 0.0
H -2.4170 1.7363 2.3684 0.0 0.0 0.0
H -3.2764 -0.3095 4.4584 0.0 0.0 0.0
H -4.2269 1.0933 3.9552 0.0 0.0 0.0
H -2.6827 1.3237 4.7824 0.0 0.0 0.0
H -3.7140 -1.0065 2.1099 0.0 -0.1 -0.1
H -2.7320 -0.3288 0.8034 0.0 -0.1 0.0
H -4.1963 0.5128 1.3659 -0.1 0.0 0.0
H 2.2516 -1.4006 4.0080 0.0 0.0 -0.1
H 2.2010 2.3057 3.7090 0.0 0.0 -0.1
H 4.0122 -0.1521 3.9132 0.0 0.0 -0.1
H 4.5060 1.5318 3.9240 0.0 0.0 0.0
H 3.8283 0.8344 2.4519 0.0 0.0 -0.1
H 2.4862 0.2298 5.9279 0.0 0.0 0.0
H 1.4289 1.6419 5.9656 0.1 -0.1 0.1
H 3.1795 1.8591 5.9472 0.0 0.0 0.0
H -0.2799 2.2494 5.2436 -0.1 0.0 0.0
H -0.4269 4.6532 5.7269 0.0 0.0 0.0
H -0.3968 6.2765 3.8407 0.0 0.0 0.0
H -0.2562 5.4628 1.5599 0.1 -0.1 0.1
H 1.0761 2.7786 -2.3501 0.0 0.0 -0.1
H 2.4867 3.8357 -2.2784 0.0 0.0 0.0
H 0.8805 4.5442 -2.2830 0.0 -0.1 0.0
H 2.3877 1.6681 -0.3691 0.0 -0.1 0.0
H 2.4691 2.5243 1.1797 0.0 -0.1 0.1
H 3.5242 2.9958 -0.1519 0.0 0.0 0.0
H 1.2340 5.8352 -0.1255 0.0 0.0 0.0
H 2.8916 5.2657 -0.2716 0.0 0.0 0.0
H 2.0198 5.0213 1.2358 0.0 0.0 0.0
H -2.9479 2.4132 0.3333 -0.1 0.0 0.0
H -3.7702 3.9296 -0.0635 0.0 0.0 0.0
H -2.7781 3.8271 1.3941 0.0 0.0 0.0
H -1.8822 2.4553 -2.0293 -0.1 0.1 -0.1
H -1.0742 3.9363 -2.5751 -0.1 0.0 0.0
H -2.8116 3.9306 -2.2676 0.0 0.0 0.0
H -1.7024 5.8954 0.5666 -0.1 0.0 -0.1
H -2.3985 5.8848 -1.0357 0.0 0.0 0.0
H -0.6487 5.8797 -0.8631 0.0 0.0 0.0
O 1.7854 -0.6593 0.0544 0.2 0.1 0.4
H 2.3574 -1.3575 -0.2925 -0.1 0.0 0.1
H 1.6052 -0.8656 0.9898 0.1 -0.1 -0.1
O -2.7190 0.4362 -1.6699 0.0 0.2 -0.2
H -3.3089 -0.0709 -1.0989 0.0 -0.1 -0.1
H -2.7766 0.0616 -2.5628 0.0 0.0 0.1
Se -1.0814 -2.2718 -0.5176 -0.1 -0.4 0.1
N 0.6041 1.0436 -5.7332 0.0 0.0 0.0
C -0.3936 1.3690 -4.8810 0.0 0.0 0.0
N -1.1732 2.4115 -5.2346 -0.1 0.0 0.0
O -0.5699 0.7551 -3.8120 0.0 0.0 0.0
H 0.7115 1.4855 -6.6290 0.0 0.0 0.0
H 1.1695 0.2371 -5.5425 -0.1 0.0 0.1
H -1.0989 2.8662 -6.1273 0.0 0.0 0.0
H -1.9545 2.6524 -4.6511 0.0 -0.1 0.1
C -0.7355 -7.7736 -2.3035 0.0 0.0 0.0
C -1.1991 -7.0617 -1.2080 0.0 -0.1 0.1
C -1.0657 -5.6816 -1.1631 0.1 0.1 0.0
C -0.4586 -5.0261 -2.2261 0.0 0.2 0.0
C 0.0089 -5.7378 -3.3328 0.0 0.0 0.1
C -0.1281 -7.1133 -3.3656 0.0 0.0 0.0
P -0.2765 -3.2346 -2.2887 0.0 -0.1 0.0
C -1.1305 -2.7251 -3.8084 0.1 0.1 0.3
C -0.4984 -2.6422 -5.0448 0.0 -0.1 0.0
C -1.2369 -2.3116 -6.1712 0.0 0.0 -0.1
C -2.6024 -2.0878 -6.0762 0.0 0.0 0.1
C -3.2385 -2.1953 -4.8459 0.0 0.0 0.0
C -2.5038 -2.5064 -3.7128 -0.1 0.0 0.0
C 1.4910 -2.8778 -2.4644 -0.2 0.1 -0.1
C 1.8992 -1.6994 -3.0905 0.0 -0.1 0.0
C 3.2478 -1.3863 -3.1721 0.0 0.1 0.1
C 4.1892 -2.2372 -2.6070 0.0 0.0 -0.1
C 3.7839 -3.4047 -1.9732 0.1 0.0 0.0
C 2.4361 -3.7279 -1.8960 -0.1 -0.1 0.0
H -0.8410 -8.8496 -2.3323 0.0 0.0 0.0
H -1.6583 -7.5847 -0.3801 0.0 0.0 0.0
H -1.4262 -5.1153 -0.3128 0.0 0.0 0.0
H 0.4759 -5.2179 -4.1607 0.0 0.0 0.0
H 0.2434 -7.6719 -4.2139 0.0 0.0 0.0
H 0.5596 -2.8549 -5.1366 0.0 0.1 0.0
H -0.7502 -2.2363 -7.1350 0.0 -0.1 0.0
H -3.1772 -1.8525 -6.9620 0.0 0.0 0.0
H -4.3087 -2.0512 -4.7739 0.0 0.0 0.0
H -2.9976 -2.6049 -2.7527 0.0 0.0 0.0
H 1.1536 -1.0496 -3.5334 0.0 0.1 0.0
H 3.5659 -0.4819 -3.6758 0.0 0.0 0.0
H 5.2419 -1.9996 -2.6816 0.0 0.0 0.0
H 4.5249 -4.0705 -1.5516 0.0 0.0 0.0
H 2.1207 -4.6462 -1.4152 0.0 0.0 0.0

(2)
70
Properties=species:S:1:pos:R:3:forces:R:3 method="wB97M-V/def2-TZVPD" lumo_energy_ev="-8.9 / -8.9" homo_energy_ev="-14.06 / -14.06" charge=+2 homo_lumo_gap_ev="5.18 / 5.18" total_energy_ha=-1641.66693
C 0.5095 3.2778 -3.7413 0.0 0.1 0.3
C -0.7687 2.8146 -3.4477 0.1 -0.5 0.2
C -0.9629 1.8108 -2.4786 0.0 0.7 -0.2
C 0.1271 1.3526 -1.7468 -0.1 -0.4 0.8
C 1.4184 1.7973 -2.0529 0.0 0.1 -0.2
C 1.6030 2.7828 -3.0331 0.2 -0.5 0.1
C -2.3560 1.3211 -2.1836 -0.2 -0.1 0.2
C -2.5552 -0.1889 -1.8983 -1.4 0.4 -1.9
N -2.6940 -1.0339 -3.0376 0.4 0.0 0.8
Sn -0.2187 -0.0256 0.0033 -0.7 2.6 -1.7
C 2.6125 1.1411 -1.3677 0.0 0.0 0.7
P 2.2153 -0.6224 -1.0175 -0.1 0.5 -0.2
H -1.6321 3.2301 -3.9584 0.1 -0.1 -0.1
H 2.6103 3.1426 -3.2430 -0.2 -0.1 0.0
H 0.6620 4.0254 -4.5194 -0.1 -0.1 0.3
H 2.8581 1.6332 -0.4065 0.1 -0.1 -0.4
H 3.5061 1.1231 -2.0147 -0.3 0.2 0.3
H -2.7080 1.8647 -1.2880 0.1 -0.2 -0.4
H -3.0232 1.5864 -3.0216 0.2 -0.2 0.4
H -1.7317 -0.6617 -1.2800 0.6 -0.3 0.6
C 3.5184 -1.4387 -0.0889 0.1 -0.2 0.3
C 2.1590 -1.3428 -2.6805 -0.4 -0.5 0.0
H -3.4837 -0.2992 -1.3237 0.5 -0.1 0.1
C -1.5381 -1.1205 -3.9101 -0.4 0.1 -0.4
C -3.2420 -2.3444 -2.7009 -0.2 0.0 -0.1
H 0.3431 -1.5951 2.0067 -0.6 -1.0 -0.4
H -1.8399 -1.7235 -4.7768 0.3 0.3 0.1
H -1.2363 -0.1170 -4.2337 0.0 -0.3 0.0
H -0.6709 -1.6207 -3.4293 -0.2 0.1 0.1
H -3.4398 -2.8799 -3.6343 0.0 0.0 0.3
H -2.5559 -2.9631 -2.0867 0.0 0.2 -0.1
H -4.1823 -2.2237 -2.1459 0.2 -0.1 -0.2
H 3.1749 -1.3304 -3.1014 -0.2 0.0 0.2
H 1.8021 -2.3785 -2.5949 0.2 0.2 -0.2
H 1.4868 -0.7865 -3.3487 0.2 -0.1 0.4
H 4.4744 -1.3754 -0.6281 -0.2 0.0 0.2
H 3.6151 -0.9821 0.9079 0.0 -0.2 -0.3
H 3.2290 -2.4951 0.0289 0.2 0.3 0.0
H -0.1280 -2.0748 1.6119 0.8 0.4 0.8
C 0.8889 1.6963 5.1156 0.4 -0.1 0.0
C 0.2336 2.3254 3.9169 0.3 0.3 -0.1
C 0.0194 3.7120 3.8476 -0.1 -0.3 -0.2
C -0.6465 4.2978 2.7616 0.3 -0.2 0.3
C -0.8318 5.7884 2.7308 0.1 0.3 -0.2
C -1.1472 3.4791 1.7433 -0.6 -0.8 -0.1
C -1.0758 2.0733 1.8850 1.5 0.5 0.6
C -0.2122 1.5387 2.8624 -0.7 0.2 0.3
N -1.8235 1.1980 1.0828 0.8 -0.6 -1.5
C -3.0585 0.5847 1.6635 0.2 -0.5 0.4
C -3.2514 0.8825 3.1580 0.0 -0.1 0.1
C -4.2351 1.1609 0.8741 -0.1 0.4 -0.1
C -2.9999 -0.9265 1.4323 -0.3 -0.4 0.1
H 1.9092 2.0731 5.2598 -0.2 0.0 0.0
H 0.3215 1.9127 6.0321 0.1 0.0 -0.3
H 0.9436 0.6060 5.0024 0.0 0.3 0.1
H 0.4280 4.3448 4.6413 -0.3 -0.2 -0.2
H -1.4125 6.1357 3.5972 0.1 -0.2 -0.2
H 0.1369 6.3040 2.7674 -0.2 -0.1 0.0
H -1.3514 6.1008 1.8203 0.1 0.0 0.2
H -1.6558 3.8919 0.8700 -0.1 0.0 0.4
H 0.0021 0.4638 2.8516 -0.4 0.2 0.3
H -3.3141 1.9643 3.3477 0.1 -0.3 -0.1
H -4.1976 0.4325 3.4974 0.3 0.1 -0.2
H -2.4457 0.4505 3.7679 -0.2 0.2 -0.2
H -4.1883 0.8697 -0.1756 -0.1 0.2 0.2
H -5.1858 0.7933 1.2837 0.3 0.1 0.0
H -4.2160 2.2582 0.9257 -0.1 -0.3 0.0
H -2.8162 -1.1666 0.3798 -0.1 0.1 0.3
H -2.2199 -1.4024 2.0398 -0.2 0.2 0.0
H -3.9680 -1.3810 1.6833 0.3 0.1 0.1

(3)
11
Properties=species:S:1:pos:R:3:forces:R:3 method="wB97M-V/def2-TZVPD" smiles="CC(=O)CO" lumo_energy_ev=0.8 homo_energy_ev=-10.23 charge=0 homo_lumo_gap_ev=11.03 total_energy_ha=-268.35489
C 1.8265 -0.4366 0.0577 2.7 -1.0 0.8
C 0.4646 0.1394 -0.0248 -0.2 -0.4 0.3
O 0.2753 1.3280 -0.0460 0.0 0.7 0.0
C -0.7204 -0.7864 -0.1072 -0.4 -0.4 0.8
O -1.9081 -0.0521 0.1288 0.4 -0.4 -0.4
H 1.8418 -1.6281 -0.1147 0.1 2.9 0.4
H 2.2724 -0.1812 1.1816 -1.1 -0.7 -3.0
H 2.4817 0.1249 -0.7419 -1.0 -1.3 1.7
H -0.6509 -1.2440 -1.1065 -0.3 0.1 -0.1
H -0.6310 -1.6613 0.6080 -0.1 1.1 -0.5
H -1.6751 0.8846 -0.0426 0.0 -0.5 0.2

Number 1: molar mass 1069.2 g mol⁻¹, F_max 0.949 eV Å⁻¹. Number 2: molar mass 519.3 g mol⁻¹, F_max 3.162 eV Å⁻¹. Number 3: molar mass 74.1 g mol⁻¹, F_max 3.302 eV Å⁻¹.